Entry 1:
DFT (the ωB97M-V functional and the def2-TZVPD basis) results for a 7-piece molecular cluster, C21H40Cl6O12 overall at a distorted geometry.

Geometry (Å):
C (-5.29131, -5.87297, -2.33157)
C (-4.15813, -5.14895, -3.07352)
O (-3.02368, -5.00378, -2.25273)
C (-3.08150, -4.16032, -1.21800)
O (-4.02807, -3.46258, -0.96586)
O (-1.93596, -4.19291, -0.59346)
C (-1.75111, -3.40256, 0.57830)
H (-4.86253, -6.83588, -2.04651)
H (-6.17742, -5.94029, -2.96436)
H (-5.66141, -5.42231, -1.41085)
H (-4.51311, -4.19786, -3.48037)
H (-3.92388, -5.76434, -3.93912)
H (-2.29717, -3.81810, 1.42388)
H (-1.97484, -2.35468, 0.40033)
H (-0.68637, -3.48365, 0.79132)
C (-0.12754, -2.12788, -4.41532)
C (0.16280, -1.94961, -2.93152)
O (1.51445, -1.59143, -2.59686)
C (2.03947, -0.47282, -3.00849)
O (1.52759, 0.30346, -3.78464)
O (3.20664, -0.28247, -2.40699)
C (3.97541, 0.80264, -2.90547)
H (-1.16582, -2.40834, -4.59618)
H (0.50730, -2.86138, -4.90981)
H (-0.02304, -1.14828, -4.88375)
H (-0.04740, -2.87203, -2.40309)
H (-0.44946, -1.11531, -2.58610)
H (3.78604, 1.72584, -2.34890)
H (3.82811, 1.06486, -3.94970)
H (5.00324, 0.54170, -2.66115)
C (2.68874, 4.88505, 3.00782)
C (1.55386, 3.89295, 2.98546)
O (1.72644, 2.97584, 4.06886)
C (0.74400, 2.10327, 4.22953)
O (-0.19323, 1.94984, 3.50361)
O (0.99748, 1.41052, 5.33682)
C (0.03077, 0.40211, 5.63156)
H (3.65831, 4.39423, 2.84550)
H (2.87877, 5.48698, 3.89407)
H (2.65145, 5.49292, 2.10011)
H (1.56496, 3.33215, 2.05293)
H (0.59032, 4.39634, 3.07432)
H (-0.19827, -0.17304, 4.73218)
H (-0.88620, 0.91278, 5.93042)
H (0.40117, -0.27424, 6.39285)
O (0.83061, 4.58675, -0.05742)
C (0.50502, 4.10751, -1.09117)
O (1.21449, 4.16059, -2.23403)
C (0.49043, 3.51191, -3.29345)
C (-0.52428, 2.71039, -2.51157)
O (-0.60363, 3.34637, -1.25875)
H (-0.03654, 4.20900, -3.94512)
H (1.14021, 2.84955, -3.85847)
H (-0.22533, 1.66049, -2.45585)
H (-1.49099, 2.76396, -3.01574)
Cl (-6.29854, 0.04000, 0.93439)
C (-5.60094, -0.46301, 2.49565)
C (-4.19793, -1.01165, 2.30448)
Cl (-3.45391, -1.75339, 3.71813)
H (-6.24749, -1.23695, 2.89941)
H (-5.60919, 0.44797, 3.08655)
H (-3.55242, -0.25051, 1.87224)
H (-4.27279, -1.80302, 1.55661)
Cl (4.51839, 0.47895, 2.81218)
C (5.41539, 1.86514, 2.11473)
C (5.12405, 2.00239, 0.60988)
Cl (3.39791, 2.00684, 0.33252)
H (6.47648, 1.66525, 2.23492)
H (5.06696, 2.74510, 2.64333)
H (5.57838, 1.17234, 0.07189)
H (5.61004, 2.92635, 0.29572)
Cl (1.28956, -1.34057, 2.50422)
C (1.56422, -0.83821, 0.81314)
C (0.66775, 0.32179, 0.41468)
Cl (-1.02750, -0.01852, 0.62801)
H (1.39855, -1.75477, 0.24700)
H (2.62410, -0.69050, 0.61004)
H (0.76561, 0.55392, -0.65102)
H (0.88341, 1.29305, 0.85726)

Cartesian forces (eV/Å) of the 2 atoms listed first:
C 0.295 0.001 0.134
C -2.037 0.230 0.155

Computed properties:
* HOMO: -10.42 eV
* ΔE to the lowest compared entry with this formula, charge and spin: 0.235 eV
* structure (SMILES): CCOC(=O)OC.CCOC(=O)OC.CCOC(=O)OC.O=C1OCCO1.ClCCCl.ClCCCl.ClCCCl

Entry 2:
DFT (the ωB97M-V functional and the def2-TZVPD basis) results for a 2-piece molecular cluster, C21H40F3N2O2S2 overall at a distorted geometry.

Geometry (Å):
C (5.17215, -1.84762, 2.35890)
C (4.57341, -2.00032, 0.96068)
C (3.07900, -2.30528, 1.01381)
C (2.46178, -2.57411, -0.35867)
N (2.85492, -1.64150, -1.41661)
C (2.95611, -2.27030, -2.75285)
C (1.71283, -3.07016, -3.14504)
C (0.46396, -2.18088, -3.33093)
C (-0.83015, -2.70011, -2.66533)
C (-1.24658, -1.84131, -1.46524)
C (-2.48468, -0.99317, -1.66811)
C (-2.82784, -0.13493, -0.42976)
C (-2.08422, -0.46699, 0.89527)
C (-1.33350, -1.80719, 0.99497)
N (-1.53799, -2.66115, -0.21881)
C (2.48989, -0.32644, -1.31508)
S (1.50358, 0.29195, -0.13005)
S (3.20587, 0.69260, -2.55215)
C (2.75576, 2.36188, -2.04403)
C (1.36633, 2.85592, -2.49017)
C (0.52447, 3.47625, -1.35737)
H (6.25186, -1.99515, 2.34530)
H (4.97022, -0.85584, 2.76751)
H (4.75045, -2.58119, 3.05123)
H (4.72781, -1.07403, 0.40127)
H (5.09383, -2.79842, 0.42118)
H (2.56716, -1.48634, 1.51877)
H (2.91912, -3.20388, 1.62092)
H (1.36589, -2.64920, -0.29389)
H (2.83227, -3.54771, -0.68728)
H (3.84818, -2.90146, -2.77364)
H (3.10985, -1.49822, -3.50312)
H (1.52745, -3.88225, -2.43926)
H (1.94849, -3.56127, -4.09257)
H (0.28539, -2.06310, -4.40023)
H (0.67166, -1.17439, -2.95640)
H (-0.70635, -3.74665, -2.36252)
H (-1.64800, -2.69964, -3.38956)
H (-0.41431, -1.19869, -1.16596)
H (-3.32173, -1.65964, -1.91437)
H (-2.33870, -0.36257, -2.54545)
H (-3.90241, -0.16929, -0.25424)
H (-2.60667, 0.90638, -0.66515)
H (-2.82103, -0.44379, 1.69907)
H (-1.36441, 0.31982, 1.11769)
H (-1.60299, -2.38279, 1.87952)
H (-0.25695, -1.63100, 1.03216)
H (-0.92341, -3.47363, -0.17933)
H (-2.50276, -2.99322, -0.27074)
H (2.88694, 2.43090, -0.96499)
H (3.55259, 2.94558, -2.51151)
H (1.50625, 3.59761, -3.27687)
H (0.82536, 2.01778, -2.93172)
H (1.04639, 3.43950, -0.39988)
H (-0.41734, 2.94119, -1.22526)
H (0.28219, 4.51854, -1.56351)
C (-2.31862, 3.35848, 2.28614)
C (-3.24475, 2.54652, 3.16398)
O (-3.82853, 3.35692, 4.20112)
C (-4.89034, 4.06782, 3.83845)
O (-5.40155, 4.09206, 2.75963)
C (-5.43482, 4.85822, 5.05227)
F (-4.44620, 5.45017, 5.72800)
F (-6.06630, 4.01358, 5.88074)
F (-6.29512, 5.78468, 4.65036)
H (-1.54391, 3.83651, 2.88513)
H (-1.83637, 2.70946, 1.55280)
H (-2.86454, 4.13220, 1.74803)
H (-2.70041, 1.76822, 3.69639)
H (-4.04591, 2.08410, 2.58631)

Cartesian forces (eV/Å) of the 2 atoms listed first:
C -0.049 -0.037 0.016
C -0.027 -0.014 0.082

Computed properties:
* HOMO: -11.28 eV
* net charge: +1

Entry 3:
DFT (the ωB97M-V functional and the def2-TZVPD basis) results for a 3-piece molecular cluster, C21H40FNO9S overall at a distorted geometry.

Geometry (Å):
O (-2.91818, -1.31473, 4.82767)
S (-3.34329, -1.85566, 3.42063)
O (-3.36453, -0.59165, 2.47956)
F (-4.99674, -2.41799, 3.43777)
N (-2.23240, -3.11113, 2.81751)
C (-2.77905, -3.46369, 1.45122)
C (-3.42451, -4.99830, 1.60337)
O (-4.87234, -4.98120, 1.87304)
C (-0.89566, -2.40807, 2.75684)
C (0.34215, -3.30266, 2.16481)
C (0.29584, -4.88071, 1.72465)
C (1.63672, -5.61473, 1.09766)
C (3.06945, -4.80611, 0.89911)
C (3.15266, -3.21714, 1.38870)
C (1.80329, -2.51218, 1.99766)
H (-3.63348, -2.76601, 1.06100)
H (-1.96689, -3.51951, 0.60081)
H (-3.10954, -5.70810, 0.70799)
H (-2.90142, -5.46157, 2.56405)
H (-4.96976, -4.92491, 2.88637)
H (-0.89500, -1.38693, 2.18110)
H (-0.60460, -2.14306, 3.88364)
H (-0.69033, -5.49899, 1.85020)
H (1.64760, -6.75015, 0.72873)
H (4.02585, -5.32533, 0.42325)
H (4.15409, -2.57748, 1.30459)
H (1.85427, -1.36967, 2.33905)
C (7.36976, 0.60358, -2.60784)
O (5.96071, 0.49737, -2.72141)
C (5.41588, 1.48020, -3.60454)
C (3.99122, 1.09769, -4.01431)
O (3.95965, 0.12938, -5.07052)
C (4.28004, -1.21505, -4.68480)
C (3.14404, -1.89707, -3.92094)
O (3.17245, -1.51221, -2.54461)
C (1.94481, -1.78634, -1.88790)
H (7.65161, 1.59001, -2.22407)
H (7.71795, -0.16006, -1.90881)
H (7.84356, 0.42635, -3.57792)
H (6.04296, 1.57495, -4.49745)
H (5.39763, 2.43484, -3.06750)
H (3.50731, 1.99041, -4.42523)
H (3.39182, 0.77344, -3.16213)
H (5.22632, -1.25691, -4.14320)
H (4.42609, -1.75641, -5.62727)
H (3.27405, -2.98420, -3.96324)
H (2.18163, -1.62809, -4.37027)
H (1.13750, -1.19752, -2.33580)
H (2.04359, -1.49195, -0.83946)
H (1.71025, -2.85233, -1.93751)
C (-1.66224, 7.12900, 0.01066)
O (-2.48031, 6.21238, 0.71788)
C (-3.87224, 6.45879, 0.50689)
C (-4.69999, 5.24528, 0.93828)
O (-4.73063, 4.21369, -0.05624)
C (-3.53091, 3.43562, -0.17531)
C (-3.35990, 2.43491, 0.96857)
O (-2.80616, 3.08424, 2.11528)
C (-2.99042, 2.32515, 3.29990)
H (-1.87132, 8.15609, 0.32868)
H (-0.61720, 6.89766, 0.22836)
H (-1.82174, 7.02753, -1.06693)
H (-4.06146, 6.67684, -0.54959)
H (-4.15134, 7.32618, 1.11501)
H (-5.74020, 5.56956, 1.05138)
H (-4.38097, 4.85331, 1.90535)
H (-2.65526, 4.07446, -0.30046)
H (-3.64888, 2.86779, -1.10606)
H (-2.66183, 1.64665, 0.66543)
H (-4.32854, 1.98713, 1.21700)
H (-4.05832, 2.21724, 3.51671)
H (-2.52455, 2.86488, 4.12895)
H (-2.52063, 1.34317, 3.20598)

Cartesian forces (eV/Å) of the 2 atoms listed first:
O -1.942 -3.752 -4.907
S 0.837 8.369 1.933

Computed properties:
* HOMO: -8.98 eV
* structure (SMILES): O=S(=O)(F)N(CCO)Cc1ccccc1.COCCOCCOC.COCCOCCOC

Entry 4:
DFT (the ωB97M-V functional and the def2-TZVPD basis) results for C21H40NOReS3Si2 as an isolated structure at a distorted geometry.

Geometry (Å):
Re (0.41042, 0.45098, -0.98448)
C (2.72679, -1.53533, -3.12694)
C (2.25044, -2.21461, -1.85203)
S (2.08309, -1.19721, -0.34185)
C (3.70790, -0.33534, -0.28932)
C (3.57115, 1.14150, 0.03396)
S (2.19693, 2.03595, -0.77975)
C (2.85136, 2.42838, -2.43223)
C (3.21241, 1.26330, -3.33802)
S (1.88249, 0.02479, -3.56825)
H (2.53677, -2.21575, -3.95697)
H (3.79669, -1.33813, -3.11628)
H (2.91797, -3.04681, -1.62028)
H (1.24233, -2.60849, -1.98966)
H (4.20934, -0.50720, -1.23805)
H (4.29138, -0.82282, 0.49108)
H (4.49370, 1.67979, -0.18786)
H (3.34551, 1.26861, 1.09268)
H (3.71991, 3.07282, -2.29150)
H (2.04849, 3.02280, -2.87054)
H (4.10032, 0.74545, -2.98247)
H (3.42682, 1.65696, -4.33094)
C (-3.28141, 1.33784, 0.89210)
Si (-1.86964, 0.97504, 2.09148)
C (-0.70329, 2.46261, 2.13373)
C (-2.53916, 0.76553, 3.84361)
C (-1.05642, -0.65104, 1.57460)
C (-1.56653, -1.32511, 0.38929)
C (-2.55748, -2.31115, 0.51216)
C (-3.07223, -2.94638, -0.59392)
C (-2.56064, -2.61834, -1.84559)
C (-1.59550, -1.64516, -1.92218)
N (-1.10510, -0.98581, -0.85139)
Si (-0.14011, -1.75605, 2.80024)
C (0.40010, -3.33154, 1.89775)
C (1.37473, -0.83780, 3.47747)
C (-1.20832, -2.28010, 4.26567)
H (-3.74130, 2.30345, 1.11130)
H (-4.06278, 0.57606, 0.94946)
H (-2.90633, 1.36360, -0.13203)
H (-1.22037, 3.31754, 2.57760)
H (-0.39541, 2.75533, 1.13087)
H (0.18606, 2.26959, 2.73791)
H (-3.12286, 1.64335, 4.12798)
H (-1.72368, 0.66183, 4.56248)
H (-3.18337, -0.11062, 3.93697)
H (-2.93233, -2.53318, 1.50292)
H (-3.85751, -3.68390, -0.49730)
H (-2.90912, -3.10601, -2.74429)
H (-1.17030, -1.37267, -2.88001)
H (0.74026, -3.12734, 0.88147)
H (-0.42137, -4.04826, 1.82898)
H (1.21828, -3.82131, 2.43000)
H (2.28336, -1.12592, 2.94821)
H (1.51625, -1.08455, 4.53205)
H (1.26013, 0.24616, 3.40451)
H (-2.21581, -2.57367, 3.96418)
H (-1.30127, -1.47914, 5.00001)
H (-0.74679, -3.13660, 4.76186)
C (-1.39214, 4.16662, -2.06486)
O (-0.66261, 3.08534, -1.46705)
C (-0.75172, 1.81093, -1.88509)
C (-1.65944, 1.53273, -3.05509)
H (-1.12384, 4.29727, -3.11357)
H (-1.10802, 5.05365, -1.50696)
H (-2.46796, 4.01582, -1.97399)
H (-2.06203, 2.41661, -3.54579)
H (-2.49656, 0.91734, -2.71331)
H (-1.11062, 0.94780, -3.79478)

Cartesian forces (eV/Å) of the 2 atoms listed first:
Re 0.348 1.181 -0.913
C -0.134 0.213 -0.179

Computed properties:
* 2S+1: 4
* HOMO (spin up / spin down): -9.35 / -9.27 eV
* ΔE to the lowest compared entry with this formula, charge and spin: 1.062 eV
* net charge: +1